# 1
{
  "formula": "C45H58BrCl2N3O3PPd",
  "method": "ωB97M-V with the def2-TZVPD basis set",
  "species": ["Pd", "O", "C", "C", "C", "C", "C", "C", "C", "C", "N", "H", "H", "H", "H", "H", "H", "H", "H", "H", "H", "H", "C", "C", "C", "C", "C", "C", "P", "C", "C", "C", "C", "C", "C", "C", "C", "C", "C", "C", "C", "H", "H", "H", "H", "H", "H", "H", "H", "H", "H", "H", "H", "H", "H", "H", "H", "H", "H", "H", "H", "H", "H", "H", "H", "H", "H", "H", "H", "H", "H", "H", "H", "H", "Cl", "C", "C", "C", "C", "C", "Cl", "C", "N", "C", "C", "C", "C", "C", "C", "C", "C", "O", "O", "H", "H", "H", "H", "H", "H", "H", "H", "H", "H", "Br", "C", "C", "C", "C", "C", "N", "H", "H", "H", "H"],
  "coordinates": [[0.253, -0.702, 0.054], [-1.039, 1.207, 0.584], [-1.658, 1.193, 1.896], [-2.923, 0.376, 1.911], [-2.735, -1.121, 1.632], [-1.722, -1.781, 2.506], [-2.067, -2.403, 3.700], [-1.075, -2.948, 4.494], [0.245, -2.847, 4.083], [0.511, -2.223, 2.880], [-0.449, -1.713, 2.100], [-0.205, 1.684, 0.717], [-1.899, 2.219, 2.164], [-0.927, 0.823, 2.615], [-3.622, 0.772, 1.169], [-3.376, 0.520, 2.896], [-2.402, -1.238, 0.606], [-3.694, -1.627, 1.734], [-3.108, -2.459, 3.992], [-1.327, -3.442, 5.423], [1.057, -3.234, 4.683], [1.527, -2.107, 2.520], [-5.267, -1.875, -3.253], [-4.845, -0.439, -2.951], [-3.318, -0.339, -2.723], [-2.737, -1.690, -2.265], [-3.737, -2.311, -1.274], [-5.000, -2.762, -2.031], [-0.949, -1.640, -1.804], [-0.100, -0.823, -3.217], [-0.231, 0.714, -3.197], [0.766, 1.376, -4.172], [1.143, 0.442, -5.327], [-0.067, -0.392, -5.734], [-0.452, -1.379, -4.616], [-0.389, -3.386, -1.860], [-0.896, -4.268, -3.037], [-1.855, -5.356, -2.565], [-1.156, -6.309, -1.588], [-0.243, -5.553, -0.599], [-0.634, -4.083, -0.507], [-4.715, -2.241, -4.125], [-6.322, -1.918, -3.522], [-5.381, -0.094, -2.062], [-5.129, 0.226, -3.766], [-3.103, 0.429, -1.975], [-2.843, -0.031, -3.654], [-2.699, -2.360, -3.127], [-4.009, -1.560, -0.541], [-3.317, -3.153, -0.728], [-5.854, -2.705, -1.352], [-4.905, -3.807, -2.333], [0.950, -1.057, -3.011], [-0.103, 1.102, -2.186], [-1.241, 0.992, -3.494], [1.667, 1.697, -3.648], [0.304, 2.277, -4.579], [1.961, -0.224, -5.030], [1.508, 1.024, -6.173], [0.137, -0.948, -6.649], [-0.905, 0.276, -5.954], [0.088, -2.315, -4.770], [-1.516, -1.611, -4.694], [0.694, -3.267, -1.961], [-0.030, -4.747, -3.503], [-1.359, -3.676, -3.822], [-2.233, -5.913, -3.423], [-2.727, -4.897, -2.087], [-0.563, -7.030, -2.154], [-1.906, -6.882, -1.042], [0.801, -5.617, -0.925], [-0.292, -6.016, 0.388], [-0.076, -3.568, 0.266], [-1.679, -4.012, -0.203], [0.616, 3.184, 6.754], [0.086, 3.765, 5.199], [-1.266, 3.987, 5.017], [-1.724, 4.459, 3.797], [-0.810, 4.681, 2.780], [0.541, 4.446, 2.975], [1.609, 4.792, 1.647], [1.048, 4.007, 4.201], [2.387, 3.897, 4.498], [3.481, 3.536, 3.648], [4.518, 4.454, 3.546], [5.640, 4.176, 2.786], [5.720, 2.962, 2.122], [4.700, 2.032, 2.253], [3.567, 2.296, 3.023], [2.526, 1.215, 3.278], [2.323, 0.286, 2.104], [3.186, -0.524, 1.801], [1.164, 0.404, 1.513], [-1.945, 3.795, 5.836], [-2.775, 4.662, 3.646], [-1.129, 5.070, 1.822], [2.593, 3.890, 5.484], [4.420, 5.400, 4.063], [6.439, 4.902, 2.712], [6.586, 2.729, 1.514], [4.782, 1.069, 1.768], [1.572, 1.640, 3.581], [2.889, 0.580, 4.091], [2.546, 0.478, -1.360], [3.080, -1.251, -0.841], [4.374, -1.660, -1.093], [4.735, -2.921, -0.658], [3.799, -3.705, -0.004], [2.526, -3.206, 0.178], [2.151, -1.992, -0.249], [5.072, -0.999, -1.584], [5.744, -3.281, -0.816], [4.045, -4.693, 0.356], [1.777, -3.789, 0.691]],
  "homo_ev": [-9.886, -9.886],
  "charge": 1,
  "molar_mass_g_mol": 977.18,
  "spin_multiplicity": 1,
  "de_lowest_kj_mol": 133.7
}

***

# 2
{
  "formula": "C45H58N4O3P2SV",
  "method": "ωB97M-V with the def2-TZVPD basis set",
  "species": ["V", "C", "N", "C", "C", "O", "C", "O", "C", "C", "O", "N", "C", "C", "H", "H", "H", "H", "H", "H", "H", "H", "H", "H", "H", "H", "H", "H", "H", "H", "C", "S", "C", "C", "C", "N", "P", "C", "C", "C", "C", "C", "C", "C", "C", "C", "C", "C", "C", "P", "C", "C", "C", "C", "C", "C", "C", "C", "C", "C", "C", "C", "H", "H", "H", "H", "H", "H", "H", "H", "H", "H", "H", "H", "H", "H", "H", "H", "H", "H", "H", "H", "H", "H", "H", "H", "H", "H", "H", "H", "H", "C", "N", "C", "C", "C", "C", "C", "C", "C", "C", "H", "H", "H", "H", "H", "H", "H", "H", "H", "H", "H", "H", "H"],
  "coordinates": [[-0.129, 0.296, 0.093], [5.179, 0.026, -1.807], [3.813, -0.358, -2.178], [3.662, -1.160, -3.391], [2.751, -0.053, -1.452], [1.594, -0.466, -1.694], [2.939, 0.847, -0.241], [1.724, 1.524, 0.070], [1.410, 2.662, -0.736], [0.240, 2.369, -1.668], [-0.451, 1.327, -1.496], [-0.048, 3.267, -2.584], [-1.223, 3.109, -3.443], [0.720, 4.507, -2.736], [5.870, -0.656, -2.295], [5.338, -0.053, -0.733], [5.415, 1.039, -2.137], [3.837, -2.216, -3.178], [4.392, -0.829, -4.126], [2.666, -1.025, -3.803], [3.748, 1.565, -0.369], [3.161, 0.216, 0.623], [2.280, 3.013, -1.291], [1.099, 3.459, -0.053], [-1.637, 2.112, -3.329], [-0.932, 3.265, -4.481], [-1.975, 3.852, -3.174], [0.724, 5.089, -1.813], [0.250, 5.107, -3.508], [1.747, 4.312, -3.046], [-7.122, 4.253, 3.004], [-6.029, 3.132, 3.908], [-6.160, 1.644, 2.865], [-5.005, 1.480, 1.875], [-3.727, 1.023, 2.576], [-2.578, 0.859, 1.661], [-2.299, -0.517, 0.685], [-2.943, -1.875, 1.703], [-2.105, -2.562, 2.581], [-2.631, -3.500, 3.455], [-3.995, -3.754, 3.468], [-4.835, -3.071, 2.598], [-4.316, -2.138, 1.716], [-3.411, -0.441, -0.756], [-3.864, -1.609, -1.374], [-4.578, -1.536, -2.562], [-4.831, -0.302, -3.144], [-4.378, 0.863, -2.537], [-3.662, 0.794, -1.353], [-1.243, 1.909, 1.519], [-1.926, 3.590, 1.404], [-2.249, 4.134, 0.160], [-2.842, 5.383, 0.082], [-3.124, 6.089, 1.244], [-2.796, 5.555, 2.481], [-2.185, 4.314, 2.566], [-0.343, 1.902, 3.092], [-0.513, 0.901, 4.044], [0.321, 0.854, 5.152], [1.336, 1.789, 5.302], [1.501, 2.799, 4.361], [0.666, 2.856, 3.258], [-7.195, 5.166, 3.591], [-8.109, 3.805, 2.916], [-6.714, 4.481, 2.019], [-7.111, 1.698, 2.339], [-6.196, 0.798, 3.553], [-4.810, 2.421, 1.353], [-5.290, 0.737, 1.123], [-3.908, 0.057, 3.051], [-3.460, 1.730, 3.364], [-1.043, -2.362, 2.590], [-1.975, -4.037, 4.129], [-4.405, -4.478, 4.159], [-5.899, -3.266, 2.609], [-4.982, -1.611, 1.045], [-3.683, -2.572, -0.911], [-4.956, -2.438, -3.024], [-5.394, -0.243, -4.067], [-4.600, 1.823, -2.986], [-3.321, 1.696, -0.859], [-2.034, 3.578, -0.748], [-3.073, 5.816, -0.883], [-3.594, 7.062, 1.181], [-3.016, 6.100, 3.388], [-1.901, 3.920, 3.533], [-1.307, 0.170, 3.925], [0.170, 0.092, 5.906], [1.994, 1.737, 6.159], [2.269, 3.549, 4.497], [0.774, 3.660, 2.536], [-0.670, -2.776, -3.607], [0.211, -3.007, -2.436], [1.081, -4.189, -2.638], [-0.601, -3.122, -1.173], [0.203, -2.863, 0.079], [0.787, -3.924, 0.768], [1.489, -3.706, 1.946], [1.606, -2.422, 2.456], [1.003, -1.365, 1.783], [0.306, -1.563, 0.591], [-0.079, -2.761, -4.520], [-1.182, -1.821, -3.493], [-1.405, -3.576, -3.679], [0.801, -2.163, -2.315], [0.461, -5.080, -2.728], [1.754, -4.303, -1.792], [1.660, -4.075, -3.551], [-1.039, -4.120, -1.159], [-1.396, -2.381, -1.248], [0.675, -4.938, 0.401], [1.925, -4.539, 2.480], [2.138, -2.245, 3.382], [1.052, -0.367, 2.233]],
  "homo_ev": [-13.788, -13.788],
  "s_squared": 2.04,
  "charge": 3,
  "molar_mass_g_mol": 847.94,
  "spin_multiplicity": 3
}

***

# 3
{
  "formula": "C45H58N5O2PRbS5Sb",
  "method": "ωB97M-V with the def2-TZVPD basis set",
  "species": ["Rb", "C", "O", "C", "N", "C", "C", "C", "C", "C", "C", "C", "C", "C", "C", "C", "C", "N", "C", "N", "C", "C", "O", "C", "C", "C", "C", "C", "C", "H", "H", "H", "H", "H", "H", "H", "H", "H", "H", "H", "H", "H", "H", "H", "H", "H", "H", "H", "S", "Sb", "S", "S", "S", "C", "N", "C", "C", "N", "C", "S", "H", "H", "H", "H", "H", "H", "C", "C", "C", "C", "C", "C", "P", "C", "C", "C", "C", "C", "C", "C", "C", "C", "C", "C", "C", "H", "H", "H", "H", "H", "H", "H", "H", "H", "H", "H", "H", "H", "H", "H", "H", "H", "H", "H", "H", "H", "H", "H", "H", "H", "H", "H", "H", "H", "H", "H", "H", "H"],
  "coordinates": [[-1.168, -0.103, -1.403], [1.625, -4.925, -2.320], [0.345, -5.312, -1.882], [-0.361, -4.143, -1.604], [0.308, -3.049, -1.749], [1.659, -3.379, -2.132], [2.159, -2.701, -3.381], [3.438, -2.161, -3.426], [3.940, -1.645, -4.610], [3.162, -1.663, -5.755], [1.878, -2.176, -5.711], [1.378, -2.691, -4.531], [-1.703, -4.322, -1.157], [-2.238, -5.645, -1.076], [-3.528, -5.817, -0.652], [-4.277, -4.699, -0.288], [-3.663, -3.432, -0.366], [-2.424, -3.245, -0.791], [-4.420, -2.274, 0.077], [-4.023, -1.069, 0.141], [-5.070, -0.264, 0.718], [-6.248, -1.271, 0.881], [-5.696, -2.524, 0.534], [-5.504, 0.934, -0.086], [-5.982, 2.048, 0.595], [-6.432, 3.156, -0.095], [-6.407, 3.164, -1.480], [-5.950, 2.053, -2.165], [-5.510, 0.935, -1.473], [1.751, -5.210, -3.374], [2.382, -5.444, -1.722], [2.322, -3.107, -1.301], [4.047, -2.151, -2.531], [4.935, -1.218, -4.639], [3.549, -1.255, -6.677], [1.256, -2.158, -6.594], [0.376, -3.089, -4.488], [-1.612, -6.476, -1.351], [-3.962, -6.809, -0.584], [-5.296, -4.784, 0.047], [-4.711, 0.088, 1.695], [-7.064, -1.032, 0.188], [-6.642, -1.320, 1.900], [-5.987, 2.047, 1.677], [-6.782, 4.021, 0.448], [-6.722, 4.043, -2.023], [-5.902, 2.064, -3.243], [-5.149, 0.073, -2.017], [-3.160, 5.396, -0.818], [-1.809, 4.144, -2.257], [0.228, 3.707, -1.166], [-2.861, 2.133, -2.847], [-1.408, 5.248, -4.285], [2.948, 1.406, -2.504], [2.484, 2.426, -3.397], [2.726, 3.773, -3.257], [1.910, 4.430, -4.104], [1.156, 3.492, -4.766], [1.476, 2.259, -4.298], [0.922, 0.800, -4.863], [3.963, 1.643, -2.179], [2.936, 0.449, -3.026], [2.285, 1.348, -1.628], [3.444, 4.137, -2.554], [1.762, 5.477, -4.274], [0.258, 3.749, -5.176], [4.871, 2.706, 2.208], [3.901, 3.232, 1.154], [2.482, 2.737, 1.445], [2.483, 1.304, 2.006], [3.718, 0.573, 1.478], [4.978, 1.177, 2.107], [0.891, 0.417, 1.538], [-0.375, 1.166, 2.711], [0.040, 1.480, 4.163], [0.147, 2.980, 4.425], [-1.197, 3.682, 4.210], [-1.977, 3.058, 3.044], [-1.035, 2.385, 2.054], [1.053, -1.299, 2.333], [1.589, -2.288, 1.297], [1.329, -3.736, 1.733], [1.466, -3.900, 3.253], [2.420, -2.849, 3.810], [1.804, -1.452, 3.667], [4.500, 2.989, 3.198], [5.857, 3.163, 2.090], [4.225, 2.901, 0.168], [3.904, 4.323, 1.148], [1.882, 2.812, 0.534], [2.029, 3.408, 2.173], [2.557, 1.347, 3.100], [3.751, 0.668, 0.393], [3.684, -0.490, 1.711], [5.852, 0.901, 1.510], [5.124, 0.758, 3.108], [-1.142, 0.376, 2.740], [0.990, 1.006, 4.415], [-0.711, 1.068, 4.843], [0.889, 3.407, 3.752], [0.500, 3.150, 5.448], [-1.013, 4.739, 4.008], [-1.796, 3.622, 5.125], [-2.560, 3.824, 2.531], [-2.677, 2.307, 3.425], [-0.298, 3.107, 1.702], [-1.604, 2.057, 1.180], [0.001, -1.577, 2.485], [2.660, -2.139, 1.146], [1.086, -2.109, 0.345], [2.039, -4.395, 1.226], [0.328, -4.034, 1.419], [1.823, -4.905, 3.494], [0.493, -3.774, 3.732], [3.368, -2.904, 3.270], [2.632, -3.047, 4.865], [2.599, -0.713, 3.765], [1.103, -1.297, 4.490]],
  "homo_ev": -0.408,
  "charge": -2,
  "molar_mass_g_mol": 1099.53,
  "spin_multiplicity": 1,
  "de_lowest_kj_mol": 131.6
}

***

# 4
{
  "formula": "C45H59BN7O5",
  "method": "ωB97M-V with the def2-TZVPD basis set",
  "species": ["C", "C", "C", "C", "C", "C", "C", "C", "C", "C", "C", "C", "C", "C", "O", "C", "C", "O", "C", "O", "C", "N", "N", "C", "B", "O", "O", "C", "C", "C", "C", "C", "N", "C", "H", "H", "H", "H", "H", "H", "H", "H", "H", "H", "H", "H", "H", "H", "H", "H", "H", "H", "H", "H", "H", "H", "H", "H", "H", "H", "H", "H", "H", "H", "H", "H", "H", "H", "H", "H", "H", "H", "H", "N", "C", "C", "C", "C", "C", "H", "H", "H", "H", "H", "N", "C", "C", "C", "C", "C", "H", "H", "H", "H", "H", "N", "C", "C", "C", "C", "C", "H", "H", "H", "H", "H", "N", "C", "C", "C", "C", "C", "H", "H", "H", "H", "H"],
  "coordinates": [[-5.433, -5.231, -5.465], [-4.724, -6.574, -6.089], [-4.008, -7.541, -4.963], [-2.370, -7.259, -5.092], [-2.144, -5.730, -4.479], [-0.552, -5.446, -4.154], [-0.392, -5.081, -2.542], [-1.178, -3.684, -2.113], [-0.143, -2.524, -1.525], [-0.286, -2.263, 0.087], [-1.656, -1.492, 0.550], [-2.102, -0.009, -0.043], [-1.249, 0.813, -1.187], [-2.110, 0.929, -2.603], [-2.169, -0.331, -3.364], [-2.527, -0.114, -4.775], [-1.733, 0.860, -5.838], [-3.592, -0.830, -5.233], [-3.482, 0.744, 0.508], [-3.815, 2.095, -0.023], [-4.364, -0.067, 1.639], [-5.612, 0.676, 2.160], [-3.967, -1.463, 2.165], [-4.903, -2.048, 3.216], [-6.250, -2.733, 2.490], [-6.040, -3.456, 1.212], [-7.582, -2.552, 3.140], [-2.690, -2.171, 1.665], [-2.311, -3.690, 2.254], [-2.625, -5.059, 1.345], [-2.206, -6.429, 2.184], [-1.588, -6.487, 3.687], [-1.306, -5.225, 4.428], [-1.668, -3.961, 3.725], [-6.592, -5.423, -5.381], [-5.292, -4.318, -6.220], [-4.957, -4.860, -4.444], [-3.861, -6.221, -6.830], [-5.478, -7.263, -6.684], [-4.290, -8.675, -5.044], [-4.311, -7.092, -3.900], [-2.048, -7.275, -6.217], [-1.742, -8.049, -4.455], [-2.716, -5.674, -3.439], [-2.509, -4.887, -5.219], [-0.048, -4.660, -4.865], [0.005, -6.493, -4.288], [-0.815, -5.980, -1.886], [0.764, -5.053, -2.335], [-2.099, -3.876, -1.413], [-1.588, -3.234, -3.139], [0.949, -2.979, -1.691], [-0.190, -1.564, -2.193], [-0.086, -3.288, 0.622], [0.627, -1.558, 0.395], [-1.164, 1.932, -0.784], [-0.149, 0.441, -1.337], [-1.620, 1.830, -3.214], [-3.237, 1.263, -2.428], [-2.267, 1.921, -5.790], [-0.606, 1.034, -5.487], [-1.723, 0.460, -6.943], [-4.813, 2.155, -0.227], [-5.738, 1.586, 1.665], [-5.331, 0.918, 3.158], [-5.330, -1.225, 3.968], [-4.409, -2.867, 3.897], [-6.950, -3.617, 0.784], [-8.164, -1.948, 2.565], [-3.100, -5.042, 0.276], [-2.412, -7.472, 1.649], [-1.365, -7.533, 4.187], [-1.462, -2.966, 4.356], [1.807, 1.470, -2.269], [2.724, 0.553, -1.890], [4.041, 0.861, -1.587], [4.445, 2.189, -1.681], [3.523, 3.155, -2.070], [2.228, 2.751, -2.350], [2.362, -0.469, -1.835], [4.735, 0.085, -1.285], [5.469, 2.468, -1.452], [3.807, 4.198, -2.154], [1.471, 3.468, -2.655], [5.015, 6.386, -1.198], [4.057, 7.148, -1.768], [3.279, 8.059, -1.070], [3.493, 8.195, 0.297], [4.472, 7.422, 0.914], [5.201, 6.541, 0.131], [3.925, 7.003, -2.836], [2.525, 8.647, -1.581], [2.903, 8.898, 0.878], [4.663, 7.505, 1.978], [5.979, 5.919, 0.565], [6.447, 7.324, 3.569], [7.338, 8.253, 3.977], [8.403, 7.981, 4.821], [8.564, 6.678, 5.278], [7.662, 5.698, 4.877], [6.630, 6.067, 4.028], [7.168, 9.256, 3.596], [9.091, 8.767, 5.114], [9.387, 6.426, 5.942], [7.759, 4.673, 5.216], [5.902, 5.338, 3.684], [4.945, 3.490, 6.304], [4.179, 2.526, 6.860], [2.925, 2.756, 7.404], [2.427, 4.055, 7.381], [3.193, 5.069, 6.817], [4.434, 4.740, 6.295], [4.613, 1.530, 6.857], [2.352, 1.944, 7.835], [1.448, 4.274, 7.799], [2.833, 6.091, 6.784], [5.068, 5.495, 5.840]],
  "homo_ev": -10.919,
  "charge": 1,
  "molar_mass_g_mol": 788.82,
  "spin_multiplicity": 1
}